Computed, not measured: 5 unconnected molecules or ions with the total composition C64H144FP4 at a distorted geometry, with ωB97M-V/def2-TZVPD.

Last column: Mulliken charge in e.
Atoms and positions in Å:
F 1.656445 -2.126829 2.878081  -0.9823
C 3.672445 11.811381 -6.585029  -1.3586
C 3.135795 10.445981 -6.233889  -0.3859
C 4.197925 9.775951 -5.332339  -0.9690
C 3.638665 8.252631 -5.247739  -1.2053
P 4.876295 6.870331 -5.149119  0.4787
C 5.652355 6.523821 -6.743659  -1.4919
C 5.372845 7.543001 -7.916349  -0.1717
C 6.090835 7.115921 -9.203639  -0.8298
C 5.592295 7.704791 -10.492239  -1.2340
C 6.282555 7.336461 -4.169689  -0.7271
C 6.050505 8.096661 -2.907159  -0.0978
C 7.337585 8.464511 -2.179479  -0.7465
C 7.201575 9.081151 -0.694309  -1.2106
C 4.059515 5.412031 -4.527619  -0.6589
C 3.060515 5.788511 -3.396819  -0.9332
C 2.956815 4.733271 -2.205119  -0.6483
C 4.176905 4.703091 -1.330199  -1.1277
H 4.734375 11.841561 -6.828969  0.3431
H 3.550345 12.507311 -5.755039  0.3383
H 3.031595 12.009521 -7.444179  0.4097
H 3.151865 9.811431 -7.119999  0.2790
H 2.139425 10.381061 -5.796699  0.3766
H 4.338305 10.260301 -4.365999  0.5155
H 5.203325 9.826831 -5.750289  0.4600
H 2.937235 7.975391 -6.034649  0.7801
H 3.022415 8.130581 -4.356989  0.6835
H 5.041035 5.661361 -7.009279  0.5959
H 6.643535 6.132501 -6.514469  0.5547
H 5.613795 8.593801 -7.755519  0.1919
H 4.310665 7.551831 -8.160839  0.3745
H 6.031725 6.029771 -9.273579  0.4260
H 7.180345 7.141561 -9.183709  0.4207
H 4.505195 7.769401 -10.538609  0.3429
H 5.927775 7.023041 -11.273749  0.3558
H 6.151585 8.627291 -10.648139  0.3181
H 6.949145 7.903411 -4.819559  0.4413
H 6.742185 6.389591 -3.886369  0.5522
H 5.418485 7.555591 -2.202959  0.0873
H 5.528795 9.039681 -3.070339  -0.0291
H 7.870595 9.203221 -2.778079  0.4055
H 7.885045 7.540551 -1.993269  0.3811
H 6.366375 8.627871 -0.160369  0.3118
H 6.947265 10.126211 -0.871189  0.3165
H 8.139745 8.880841 -0.176799  0.3751
H 4.626365 4.536731 -4.210409  0.6107
H 3.592835 4.950841 -5.398029  0.6452
H 2.069175 6.008861 -3.792779  0.3731
H 3.533305 6.658121 -2.940379  0.3532
H 2.784715 3.787041 -2.718089  0.3102
H 2.063775 5.059331 -1.671969  0.4082
H 5.053625 4.451661 -1.927069  0.3146
H 4.082115 3.807521 -0.716149  0.3828
H 4.467005 5.424661 -0.566479  0.3116
C 0.694455 2.024311 12.346541  -1.1922
C 1.970615 1.258091 11.857771  -0.6854
C 2.008045 0.975251 10.274701  -0.4866
C 1.018075 -0.202949 9.990771  -0.9722
P 1.344385 -0.874529 8.316371  0.3527
C 1.313735 0.622711 7.319011  -1.1753
C -0.143065 1.244831 7.043801  -0.7656
C -0.323735 2.645581 7.233451  -0.8090
C 0.741805 3.654851 6.762441  -1.0666
C 0.077055 -2.103639 8.001161  -1.0538
C -0.669425 -2.694479 9.225841  -0.3226
C -1.800415 -3.682619 8.949661  -0.8505
C -1.412825 -4.765169 7.940671  -1.1652
C 3.184505 -1.517909 8.313551  -1.2084
C 3.554925 -2.740399 9.244591  -0.7775
C 3.230485 -4.122009 8.632921  -0.2254
C 2.775065 -5.251179 9.662711  -1.4337
H 0.888485 2.486271 13.314551  0.4098
H -0.208235 1.443101 12.534831  0.3120
H 0.520545 2.903381 11.725991  0.3010
H 1.918475 0.311151 12.395081  0.2769
H 2.912725 1.749391 12.101001  0.4268
H 3.065265 0.795731 10.079361  0.3499
H 1.566435 1.895681 9.892751  0.0339
H -0.026915 -0.115639 10.288241  0.5925
H 1.320925 -1.152329 10.432421  0.6703
H 1.698435 0.386161 6.326961  0.8052
H 2.036595 1.295271 7.780771  0.6468
H -0.912035 0.741481 7.629811  0.3329
H -0.458005 0.913451 6.054301  0.5124
H -0.557305 2.920361 8.262061  0.3282
H -1.328955 2.815641 6.847811  0.4960
H 1.119435 4.115101 7.675501  0.2527
H 0.221565 4.428311 6.197451  0.3460
H 1.481395 3.045151 6.243441  0.3259
H 0.358775 -2.845599 7.254011  0.7399
H -0.617215 -1.484869 7.432631  0.6401
H -1.115815 -1.816089 9.691961  0.1952
H 0.072165 -3.053909 9.939241  0.3315
H -2.713535 -3.256629 8.533901  0.3112
H -2.193945 -4.087199 9.882161  0.4661
H -2.207465 -5.506639 7.857811  0.3830
H -0.433165 -5.238069 8.009511  0.2416
H -1.493245 -4.258099 6.979161  0.3508
H 3.938925 -0.781179 8.589571  0.5702
H 3.496955 -1.709009 7.286931  0.6278
H 3.066275 -2.515289 10.192561  0.3115
H 4.603715 -2.675459 9.534301  0.5337
H 4.028735 -4.633369 8.094961  0.3918
H 2.445725 -3.966169 7.892681  0.1884
H 2.390715 -6.110509 9.113251  0.3642
H 2.087905 -4.982069 10.464891  0.3345
H 3.649575 -5.560339 10.235201  0.4294
C -5.809425 -2.276399 0.352391  -1.3727
C -7.171225 -2.657749 0.677551  -0.4734
C -8.307235 -2.076279 -0.199819  -0.3259
C -9.459995 -2.932209 -0.739539  -1.0872
P -10.632345 -1.969489 -1.917809  1.0285
C -11.352155 -0.587489 -0.951059  -1.3082
C -10.719805 0.800461 -1.397519  -0.6878
C -11.309195 1.943101 -0.544059  -0.5900
C -10.870315 3.398741 -0.969319  -1.3007
C -9.663985 -1.428009 -3.292899  -1.2261
C -8.838935 -2.503429 -4.005569  -0.6806
C -8.351435 -2.234759 -5.349969  -0.8157
C -7.435815 -0.944669 -5.394499  -1.1518
C -11.737145 -3.277089 -2.525339  -1.2767
C -12.377975 -3.127479 -3.899449  -0.2370
C -13.778415 -2.386719 -3.808829  -0.7272
C -14.515945 -2.012749 -5.172809  -1.1578
H -5.198595 -2.953049 0.950001  0.3998
H -5.566025 -1.228639 0.528581  0.3204
H -5.604845 -2.473329 -0.699979  0.3793
H -7.235035 -2.450339 1.745731  0.3408
H -7.176795 -3.745879 0.614081  0.3446
H -7.675625 -1.627919 -0.966729  0.1562
H -8.797525 -1.226679 0.275441  0.2602
H -10.016975 -3.254459 0.140251  0.4754
H -9.034085 -3.750539 -1.320089  0.5805
H -11.176895 -0.878259 0.084721  0.6558
H -12.398375 -0.852649 -1.103439  0.8534
H -10.809295 1.227101 -2.396559  0.4597
H -9.639135 0.795861 -1.255289  0.3667
H -11.037375 1.717041 0.487021  0.3843
H -12.374165 2.028181 -0.760149  0.2992
H -9.793115 3.458951 -1.124639  0.3170
H -11.039075 4.135521 -0.183969  0.3838
H -11.427595 3.712451 -1.851999  0.3522
H -8.986655 -0.677799 -2.884869  0.7595
H -10.277625 -0.829749 -3.966419  0.7597
H -9.372485 -3.429429 -4.219919  0.1734
H -8.030465 -2.765879 -3.323229  0.4198
H -9.225605 -2.160999 -5.996879  0.3844
H -7.613985 -2.951469 -5.711359  0.3835
H -7.778095 -0.117659 -4.772419  0.2712
H -7.388415 -0.375029 -6.322599  0.3599
H -6.513505 -1.309649 -4.942589  0.3088
H -12.436175 -3.733949 -1.824809  0.6741
H -10.972565 -4.023619 -2.740299  0.3966
H -12.668445 -4.062889 -4.377719  0.4917
H -11.730945 -2.443949 -4.449219  0.0634
H -13.682245 -1.475169 -3.218979  0.2343
H -14.455705 -2.941319 -3.159379  0.4129
H -14.135085 -1.013329 -5.383039  0.3032
H -15.590225 -1.854529 -5.077949  0.3646
H -14.229675 -2.791069 -5.880179  0.2998
C 7.596155 -1.799649 -0.662769  -1.4193
C 6.732385 -2.862769 0.023921  -0.8464
C 6.393085 -4.015029 -0.876399  -0.3342
C 5.322615 -5.010419 -0.203439  -1.1600
P 3.814165 -5.341489 -1.198919  0.4858
C 2.925315 -3.993799 -2.013139  -0.7542
C 1.699695 -4.516659 -2.740519  -0.7530
C 0.832455 -3.379169 -3.390269  -0.5156
C 1.661645 -2.534179 -4.327539  -1.1704
C 4.487285 -6.538869 -2.391439  -1.3836
C 5.205005 -5.957149 -3.655479  -0.5448
C 5.207635 -6.930009 -4.877569  -0.6299
C 6.542185 -6.920879 -5.713509  -1.3487
C 2.622655 -6.341949 -0.291819  -1.3819
C 3.191275 -7.253039 0.844281  -0.7040
C 2.263605 -8.508929 1.057041  -0.5602
C 2.830245 -9.730499 1.863321  -1.3765
H 8.611885 -2.079539 -0.942159  0.3491
H 7.864235 -1.161299 0.179101  0.4263
H 7.064775 -1.092399 -1.299589  0.3451
H 5.795835 -2.385379 0.312151  0.4007
H 7.066945 -3.123609 1.027981  0.5137
H 7.286865 -4.619249 -1.031849  0.3593
H 5.978775 -3.511509 -1.749849  0.2336
H 4.907585 -4.428389 0.619411  0.7227
H 5.723005 -5.883399 0.312011  0.6530
H 3.619815 -3.507219 -2.697989  0.5140
H 2.584275 -3.299969 -1.244769  0.7635
H 1.040435 -5.024169 -2.036299  0.2389
H 2.063195 -5.292989 -3.413779  0.4281
H 0.399205 -2.720529 -2.637549  0.3608
H 0.213905 -3.972869 -4.063339  0.3683
H 2.404265 -3.111539 -4.878239  0.2796
H 2.220665 -1.929809 -3.613169  0.2780
H 1.098125 -1.857889 -4.970329  0.3467
H 3.584415 -7.057539 -2.713769  0.6575
H 5.092925 -7.337419 -1.962949  0.6159
H 6.271675 -5.901179 -3.438269  0.2726
H 4.958915 -4.951659 -3.996859  0.4941
H 4.360245 -6.637539 -5.497649  0.3233
H 4.997745 -7.956999 -4.578669  0.3942
H 6.825405 -5.875379 -5.835209  0.3437
H 6.547785 -7.582319 -6.579859  0.3872
H 7.442145 -7.270369 -5.207509  0.3710
H 1.859885 -6.879379 -0.855239  0.6901
H 2.066085 -5.625509 0.312371  0.6001
H 3.186025 -6.643549 1.747931  0.4665
H 4.221085 -7.449069 0.545661  0.3454
H 1.669055 -8.823329 0.199271  0.4347
H 1.564535 -8.070219 1.769041  0.2929
H 3.412845 -10.397959 1.228361  0.3392
H 2.082645 -10.469329 2.151951  0.4318
H 3.170655 -9.565549 2.885581  0.3453

Cartesian forces, eV/Å:
F 0.07 -0.08 -0.02
C -1.36 0.18 -0.23
C 2.63 -0.72 0.66
C -1.40 -2.17 -0.26
C 1.24 -0.02 1.14
P 0.24 1.48 -0.52
C -1.89 0.13 -0.50
C 1.08 -0.12 -0.33
C 0.28 -1.78 0.54
C 0.77 -0.14 -0.17
C 0.22 -0.01 0.53
C -0.52 1.26 1.65
C -0.04 -0.13 1.85
C -0.68 -0.51 -2.41
C -1.23 -1.01 0.15
C 0.88 -0.66 0.96
C -0.42 2.07 -1.81
C 0.76 -1.95 0.49
H -0.14 -0.36 -0.33
H -0.34 0.20 -0.24
H 0.48 1.36 -0.10
H -0.33 0.18 -0.29
H 0.07 0.39 0.06
H -0.59 -0.28 0.22
H -0.15 -0.18 -0.55
H 0.27 0.32 -0.44
H 0.15 0.19 0.20
H 0.30 -0.42 -0.50
H 0.25 0.47 -0.48
H 0.21 -0.02 0.66
H -0.17 -0.26 0.31
H -0.73 -0.38 0.05
H 0.17 0.91 0.47
H 0.11 0.38 -0.05
H -0.18 0.14 -0.24
H -0.74 0.38 -0.28
H 0.13 -0.14 -0.14
H 0.40 -0.14 -0.31
H -0.09 -0.31 -0.04
H -0.22 -0.03 -0.31
H 0.46 -0.38 -0.04
H 0.50 0.04 -0.61
H 0.09 -0.15 0.07
H 0.37 0.15 0.69
H -0.19 0.51 0.06
H 1.00 0.54 0.21
H -0.63 0.28 -0.20
H 0.15 0.18 0.04
H -0.69 0.37 0.22
H -0.07 -0.31 0.55
H -0.03 -0.43 0.18
H 0.27 0.31 -0.11
H -0.04 -0.24 0.14
H -0.62 0.82 -0.61
C 1.30 0.70 0.16
C -1.20 -0.45 -0.67
C -1.89 -0.22 3.33
C 1.79 -0.95 -1.06
P 1.78 0.78 0.98
C -1.15 -0.18 -1.67
C 1.13 -3.88 0.15
C -1.45 3.34 1.11
C -1.13 -0.87 0.50
C -0.77 -0.35 -0.95
C 0.06 1.28 0.10
C 0.22 -0.84 -0.19
C -0.81 0.36 -0.63
C -0.03 -0.62 0.32
C -0.41 0.29 -0.56
C -1.32 -0.89 1.31
C 0.79 0.89 -0.30
H 0.26 -0.18 0.20
H 0.11 -0.22 -0.62
H -0.41 -0.17 -0.34
H 0.55 -0.19 -0.08
H -0.29 0.25 0.27
H -0.36 -0.07 -0.76
H 0.58 -0.05 -0.70
H 0.13 0.60 -0.37
H 0.31 0.17 1.29
H 0.30 -0.08 -0.03
H -0.23 0.06 0.11
H 0.11 -0.22 0.57
H 0.53 0.19 -0.37
H 0.38 -0.47 0.53
H 0.04 0.52 -0.72
H 0.56 0.05 -0.37
H 0.65 -0.07 -0.42
H 0.32 0.88 -0.36
H 0.47 -0.08 0.16
H -0.43 0.06 -0.10
H -0.09 -0.08 0.36
H -0.15 -0.51 0.01
H 0.25 0.77 -0.13
H 0.55 -0.15 0.28
H 0.21 -0.29 0.33
H -0.08 0.06 0.35
H 0.49 -0.15 -0.34
H -0.79 0.88 0.22
H -0.60 -0.28 -0.31
H -0.38 -0.63 0.19
H 0.16 0.13 -0.38
H 0.39 0.73 -0.08
H -0.18 -0.14 -0.02
H 0.01 0.03 0.11
H -0.45 0.43 -0.42
H 0.20 -0.23 -0.22
C 1.71 0.36 -1.14
C -2.29 -1.40 1.18
C 0.61 1.37 -0.02
C 0.43 0.86 -0.66
P 0.83 -1.71 1.90
C 0.79 -0.45 -1.79
C -0.72 0.91 1.10
C 0.33 1.11 -0.54
C 0.59 -1.00 0.55
C 0.54 0.76 -0.80
C -0.37 -1.70 1.60
C 1.69 3.20 -1.92
C -1.15 0.00 0.65
C 0.18 -0.94 -0.70
C -2.56 2.40 0.18
C -0.59 0.26 0.09
C 1.55 0.01 1.81
H 0.57 0.46 -0.09
H 0.05 -0.03 0.23
H 0.28 -0.05 -0.15
H -0.92 0.04 0.10
H -0.40 -0.23 -0.04
H -0.60 0.11 -0.84
H 0.28 0.22 0.39
H -0.36 -0.43 -0.34
H -0.42 -0.34 0.12
H 0.32 0.53 0.14
H -0.45 1.20 -0.12
H -0.57 -1.22 -0.62
H 0.10 -0.36 0.35
H -0.57 0.35 0.20
H -0.26 -0.77 0.78
H 0.08 -0.06 -0.40
H -0.40 -0.22 0.09
H 0.24 -0.02 -0.07
H 0.16 0.00 0.12
H -0.30 -0.16 -0.19
H -0.58 -0.20 0.95
H 0.20 -0.10 0.01
H 0.25 -0.02 -0.43
H -0.83 -0.75 0.03
H -0.35 -0.22 0.64
H 0.63 -0.94 -0.48
H 0.46 0.61 -0.55
H 0.20 0.34 0.41
H 0.23 -0.39 0.52
H 1.02 -0.16 -0.05
H 0.00 -0.67 -0.84
H 0.35 0.40 -0.07
H 0.04 -0.62 -0.16
H 0.21 -0.23 -0.87
H 0.06 -0.60 0.16
H -0.37 0.43 -0.44
C 0.48 0.70 2.20
C -0.65 0.74 0.22
C -0.78 -1.44 0.98
C -0.78 2.56 0.30
P 1.58 -2.34 -0.06
C 0.38 0.17 0.55
C -0.47 0.34 0.39
C 1.32 -1.84 -1.29
C 0.89 0.73 1.05
C -0.91 0.69 -1.99
C 1.49 -1.28 -0.15
C 0.31 -0.16 -0.26
C -0.26 0.38 1.25
C -0.67 0.55 2.11
C 0.09 -0.69 -1.36
C 0.41 0.42 2.27
C -0.77 -0.56 -0.78
H -0.39 -0.46 -0.87
H -0.04 0.46 0.18
H 0.11 -0.62 -0.60
H -0.32 0.29 -0.29
H 0.77 -0.45 -0.25
H -0.05 0.19 -0.79
H 0.23 -0.68 -0.54
H -0.03 0.18 0.42
H -0.02 -0.25 -0.70
H -0.01 0.17 0.09
H 0.35 0.23 0.21
H 0.07 -0.06 0.12
H -0.46 0.20 -0.69
H -0.59 -0.56 -0.08
H -1.19 0.35 0.66
H -0.24 -0.06 -0.32
H 0.46 0.62 -0.49
H -0.02 -0.25 -0.01
H -0.15 -0.16 -0.35
H 0.10 0.39 0.48
H 0.09 0.33 0.53
H -0.56 -0.02 0.29
H 0.09 -0.12 -0.37
H 0.00 -0.02 0.29
H -0.22 0.05 -1.09
H -0.52 0.70 -0.39
H -0.32 -0.39 0.91
H 0.45 0.18 -0.63
H -0.47 0.47 -0.35
H 0.32 -0.29 0.06
H 0.10 -0.72 0.46
H 0.46 0.02 -0.23
H -0.67 -0.12 -0.22
H 0.98 0.47 0.30
H -1.09 0.35 -0.48
H 1.01 0.70 -0.47

Energy above the lowest of the compared OMol25 structures with the same formula, charge and spin   172.97 kcal/mol
HOMO   -10.09 eV
Lowest unoccupied orbital energy   -4.0 eV
E_tot   -108549.107 eV
Net charge   +3